(1)
{
  "formula": "C26H39F5InN4O4S",
  "method": "the ωB97M-V functional and the def2-TZVPD basis",
  "homo_lumo_gap_ev": 8.591,
  "total_energy_ev": -71335.3958,
  "charge": 1,
  "homo_ev": -11.607,
  "symbols": ["In", "C", "C", "C", "C", "C", "C", "N", "C", "C", "N", "C", "C", "O", "O", "C", "C", "C", "C", "C", "C", "N", "C", "C", "N", "C", "C", "O", "O", "H", "H", "H", "H", "H", "H", "H", "H", "H", "H", "H", "H", "H", "H", "H", "H", "H", "H", "H", "H", "H", "H", "H", "H", "H", "H", "H", "H", "H", "H", "H", "H", "H", "H", "H", "H", "H", "H", "H", "F", "C", "C", "F", "C", "F", "C", "S", "C", "F", "C", "F"],
  "coordinates": [[0.838, 1.220, -2.275], [-1.131, -0.016, 3.776], [-0.219, 0.298, 2.580], [0.973, -0.670, 2.664], [2.202, -0.517, 1.753], [3.386, -1.220, 2.415], [2.580, 0.928, 1.471], [1.880, -1.154, 0.403], [2.487, -2.480, 0.074], [1.693, -3.212, -0.997], [1.355, -2.402, -2.163], [2.560, -2.036, -2.911], [3.378, -0.909, -2.264], [4.583, -0.988, -2.220], [2.685, 0.087, -1.757], [0.358, -3.107, -3.018], [0.681, -4.586, -3.262], [-1.074, -2.966, -2.481], [-1.854, -1.651, -2.729], [-1.398, -0.924, -3.992], [-3.342, -1.991, -2.927], [-1.657, -0.697, -1.599], [-2.355, -1.049, -0.351], [-1.530, -0.970, 0.931], [-0.932, 0.337, 1.272], [-1.968, 1.406, 1.346], [-2.082, 2.270, 0.097], [-1.364, 3.434, 0.002], [-2.816, 2.030, -0.818], [-0.632, 0.273, 4.701], [-1.355, -1.081, 3.844], [-2.075, 0.527, 3.734], [0.170, 1.309, 2.711], [0.624, -1.707, 2.602], [1.342, -0.561, 3.687], [3.692, -0.623, 3.273], [4.243, -1.294, 1.746], [3.131, -2.214, 2.783], [2.663, 1.481, 2.407], [1.831, 1.412, 0.852], [3.537, 0.979, 0.950], [2.187, -0.516, -0.384], [0.868, -1.216, 0.282], [2.511, -3.103, 0.965], [3.513, -2.299, -0.241], [0.765, -3.583, -0.557], [2.295, -4.091, -1.265], [2.266, -1.673, -3.900], [3.242, -2.881, -3.062], [0.419, -2.622, -3.988], [0.482, -5.204, -2.385], [1.722, -4.730, -3.558], [0.058, -4.961, -4.074], [-1.066, -3.162, -1.404], [-1.655, -3.780, -2.920], [-1.523, -1.558, -4.870], [-0.347, -0.632, -3.943], [-1.999, -0.024, -4.148], [-3.483, -2.507, -3.877], [-3.944, -1.080, -2.943], [-3.729, -2.645, -2.145], [-2.084, 0.171, -1.906], [-2.717, -2.077, -0.399], [-3.242, -0.423, -0.240], [-0.734, -1.718, 0.864], [-2.193, -1.308, 1.740], [-1.758, 2.056, 2.189], [-2.964, 0.980, 1.497], [-1.683, 8.807, 3.591], [-1.359, 7.678, 2.995], [-0.727, 7.710, 1.761], [-0.461, 8.874, 1.189], [-0.382, 6.522, 1.143], [0.222, 6.571, -0.032], [-0.663, 5.293, 1.740], [-0.079, 3.806, 1.030], [-1.310, 5.293, 2.976], [-1.608, 4.140, 3.577], [-1.658, 6.469, 3.607], [-2.268, 6.455, 4.784]],
  "lowdin_charge": [1.00, -0.04, -0.35, -0.10, -0.47, -0.03, -0.01, 0.11, -0.09, -0.16, -0.11, -0.09, -0.63, 0.10, -0.36, -0.35, -0.04, -0.08, -0.55, -0.06, -0.04, -0.01, -0.19, -0.17, -0.08, -0.11, -0.50, -0.34, 0.12, 0.09, 0.08, 0.08, 0.11, 0.13, 0.13, 0.10, 0.10, 0.09, 0.11, 0.04, 0.11, 0.07, 0.12, 0.13, 0.13, 0.12, 0.13, 0.14, 0.14, 0.12, 0.08, 0.08, 0.09, 0.11, 0.12, 0.10, 0.01, 0.10, 0.09, 0.10, 0.08, 0.06, 0.11, 0.12, 0.10, 0.13, 0.08, 0.14, 0.17, -0.12, -0.13, 0.15, -0.22, 0.13, -0.35, 1.07, -0.21, 0.10, -0.14, 0.15]
}

(2)
{
  "formula": "C3H10NO2",
  "method": "the ωB97M-V functional and the def2-TZVPD basis",
  "homo_lumo_gap_ev": 8.076,
  "de_lowest_kcal_mol": 14.2,
  "total_energy_ev": -8858.1760,
  "charge": -1,
  "homo_ev": -3.622,
  "symbols": ["C", "O", "H", "H", "H", "C", "O", "C", "N", "H", "H", "H", "H", "H", "H", "H"],
  "coordinates": [[2.371, 1.357, 0.090], [1.550, 0.296, 0.418], [1.813, 2.309, 0.109], [3.217, 1.458, 0.790], [2.788, 1.273, -0.926], [-1.534, 0.354, -0.256], [-0.725, 1.094, 0.600], [-1.570, -1.137, 0.100], [-0.434, -1.856, -0.476], [-2.569, 0.723, -0.172], [-1.229, 0.452, -1.310], [0.383, 0.707, 0.509], [-1.593, -1.174, 1.197], [-2.487, -1.608, -0.277], [-0.423, -2.827, -0.192], [0.443, -1.421, -0.204]],
  "lowdin_charge": [-0.31, -0.32, 0.06, 0.04, 0.05, -0.38, -0.23, -0.31, -0.02, 0.08, 0.10, -0.02, 0.10, 0.09, 0.04, 0.03]
}

(3)
{
  "formula": "C3H2O3",
  "method": "the ωB97M-V functional and the def2-TZVPD basis",
  "homo_lumo_gap_ev": 8.227,
  "de_lowest_kcal_mol": 52.4,
  "smiles": "O=CC(=O)C=O",
  "total_energy_ev": -9283.2534,
  "homo_ev": -9.621,
  "symbols": ["O", "C", "C", "O", "C", "O", "H", "H"],
  "coordinates": [[-1.870, -0.009, 0.972], [-0.765, 0.401, 0.758], [-0.157, 0.433, -0.722], [-0.519, 0.983, -1.725], [0.903, -0.626, -0.453], [0.612, -1.206, 0.576], [-0.071, 0.809, 1.530], [1.867, -0.784, -0.936]],
  "lowdin_charge": [0.09, -0.23, -0.26, 0.15, -0.11, 0.09, 0.14, 0.14]
}

(4)
{
  "formula": "C2H3P",
  "method": "the ωB97M-V functional and the def2-TZVPD basis",
  "homo_lumo_gap_ev": 9.560,
  "de_lowest_kcal_mol": 57.5,
  "total_energy_ev": -11406.2432,
  "homo_ev": -9.974,
  "symbols": ["C", "C", "P", "H", "H", "H"],
  "coordinates": [[-0.090, -0.353, 1.174], [-1.021, 0.024, 1.857], [1.258, -0.627, -0.688], [-1.751, 0.500, 2.759], [1.249, -2.036, -0.965], [2.685, -0.924, -0.254]],
  "lowdin_charge": [-0.35, -0.15, 0.71, 0.10, -0.18, -0.13]
}

(5)
{
  "formula": "C18H36BN2O36S7",
  "method": "the ωB97M-V functional and the def2-TZVPD basis",
  "homo_lumo_gap_ev": 7.940,
  "de_lowest_kcal_mol": 108.6,
  "total_energy_ev": -172453.0300,
  "charge": 1,
  "homo_ev": -12.453,
  "symbols": ["N", "H", "H", "H", "H", "N", "H", "H", "H", "H", "O", "C", "O", "B", "O", "C", "O", "O", "C", "O", "C", "O", "O", "C", "C", "O", "S", "O", "O", "O", "H", "H", "H", "H", "C", "C", "O", "S", "O", "O", "O", "H", "H", "H", "H", "C", "C", "O", "S", "O", "O", "O", "H", "H", "H", "H", "C", "C", "O", "S", "O", "O", "O", "H", "H", "H", "H", "C", "C", "O", "S", "O", "O", "O", "H", "H", "H", "H", "C", "C", "O", "S", "O", "O", "O", "H", "H", "H", "H", "C", "C", "O", "S", "O", "O", "O", "H", "H", "H", "H"],
  "coordinates": [[-4.078, 4.073, 1.561], [-5.002, 3.890, 1.187], [-3.712, 4.968, 1.240], [-3.355, 3.322, 1.404], [-4.097, 4.035, 2.587], [-4.400, 1.660, -3.865], [-4.966, 1.084, -3.239], [-5.025, 2.425, -4.134], [-3.991, 1.135, -4.639], [-3.617, 2.108, -3.352], [-2.837, 2.409, -1.404], [-2.188, 1.507, -0.924], [-1.517, 0.612, -1.591], [-0.881, -0.304, -0.664], [-1.458, 0.054, 0.684], [-2.124, 1.157, 0.541], [-2.664, 1.810, 1.405], [0.578, -0.258, -0.728], [1.132, -1.460, -0.934], [2.284, -1.727, -0.932], [-0.086, -2.429, -1.080], [-1.178, -1.721, -0.960], [0.039, -3.613, -1.125], [-2.012, -0.734, 4.924], [-3.156, 0.170, 4.436], [-3.832, 0.567, 5.622], [-3.497, -0.317, 6.917], [-4.601, -1.070, 7.409], [-2.691, 0.501, 7.783], [-2.551, -1.383, 6.057], [-1.069, -0.245, 5.170], [-1.898, -1.535, 4.192], [-3.862, -0.305, 3.758], [-2.682, 1.099, 4.121], [1.732, 3.064, 2.243], [1.165, 1.618, 2.341], [0.059, 1.709, 3.246], [-0.251, 3.236, 3.697], [-0.562, 3.280, 5.085], [-1.046, 3.814, 2.637], [1.261, 3.679, 3.397], [1.542, 3.524, 1.274], [2.796, 2.908, 2.414], [1.959, 0.981, 2.731], [0.880, 1.152, 1.398], [0.553, -0.647, -5.023], [1.399, 0.111, -3.969], [1.736, 1.249, -4.771], [0.425, 1.798, -5.548], [0.824, 2.657, -6.602], [-0.495, 2.263, -4.535], [0.176, 0.281, -6.006], [-0.203, -1.336, -4.636], [1.154, -1.411, -5.530], [2.262, -0.338, -3.497], [0.646, 0.437, -3.246], [0.116, 5.241, -3.234], [-0.268, 4.286, -2.067], [-0.327, 5.287, -1.023], [1.114, 6.057, -1.034], [2.105, 5.148, -0.585], [0.976, 7.330, -0.384], [1.086, 6.119, -2.718], [-0.772, 5.650, -3.722], [0.472, 4.624, -4.059], [0.510, 3.554, -1.847], [-1.245, 3.820, -2.108], [-2.285, -5.185, 0.449], [-2.529, -4.313, 1.664], [-2.992, -5.175, 2.694], [-3.787, -6.483, 2.085], [-5.193, -6.272, 2.055], [-3.261, -7.610, 2.804], [-3.072, -6.368, 0.645], [-1.293, -5.592, 0.247], [-2.591, -4.763, -0.508], [-3.284, -3.562, 1.409], [-1.697, -3.789, 2.130], [3.096, -5.420, -0.090], [3.925, -4.231, -0.546], [5.171, -4.664, -1.110], [5.066, -6.168, -1.638], [6.173, -6.946, -1.176], [4.634, -6.221, -2.987], [3.748, -6.550, -0.711], [2.095, -5.373, -0.515], [3.059, -5.692, 0.963], [3.904, -3.481, 0.241], [3.440, -3.811, -1.424], [5.225, -0.169, -0.984], [4.839, -0.470, 0.476], [3.888, 0.528, 0.823], [3.868, 1.829, -0.145], [4.424, 2.982, 0.503], [2.624, 1.909, -0.847], [5.055, 1.239, -1.094], [4.557, -0.592, -1.734], [6.290, -0.307, -1.152], [5.717, -0.448, 1.122], [4.407, -1.460, 0.606]],
  "lowdin_charge": [0.31, 0.15, 0.15, 0.07, 0.16, 0.33, 0.16, 0.16, 0.16, 0.12, 0.10, -0.37, 0.27, -0.86, 0.27, -0.36, 0.11, 0.20, -0.35, 0.17, -0.38, 0.24, 0.17, -0.18, -0.16, -0.21, 0.67, -0.21, -0.22, -0.19, 0.13, 0.13, 0.13, 0.11, -0.18, -0.14, -0.21, 0.67, -0.18, -0.26, -0.16, 0.11, 0.12, 0.13, 0.11, -0.17, -0.13, -0.19, 0.66, -0.17, -0.26, -0.18, 0.13, 0.14, 0.14, 0.10, -0.19, -0.16, -0.23, 0.70, -0.22, -0.21, -0.16, 0.13, 0.11, 0.12, 0.09, -0.16, -0.18, -0.20, 0.66, -0.22, -0.22, -0.20, 0.12, 0.12, 0.12, 0.13, -0.14, -0.18, -0.19, 0.64, -0.21, -0.22, -0.21, 0.12, 0.13, 0.11, 0.11, -0.14, -0.15, -0.20, 0.65, -0.21, -0.23, -0.20, 0.12, 0.14, 0.14, 0.10]
}

(6)
{
  "formula": "CH3PS",
  "method": "the ωB97M-V functional and the def2-TZVPD basis",
  "homo_lumo_gap_ev": 8.315,
  "de_lowest_kcal_mol": 24.5,
  "smiles": "C=[PH]=S",
  "total_energy_ev": -21207.8813,
  "homo_ev": -8.625,
  "symbols": ["C", "P", "S", "H", "H", "H"],
  "coordinates": [[0.878, 0.569, 0.044], [-0.447, -0.507, 0.008], [-2.262, 0.188, 0.001], [0.355, 1.573, 0.157], [1.843, 0.161, -0.063], [-0.367, -1.984, -0.147]],
  "lowdin_charge": [-0.33, 0.28, 0.07, 0.02, -0.03, -0.02]
}

(7)
{
  "formula": "C3H5NO2",
  "method": "the ωB97M-V functional and the def2-TZVPD basis",
  "homo_lumo_gap_ev": 10.297,
  "de_lowest_kcal_mol": 43.4,
  "total_energy_ev": -8775.8144,
  "homo_ev": -9.346,
  "symbols": ["O", "C", "C", "N", "C", "O", "H", "H", "H", "H", "H"],
  "coordinates": [[2.054, -1.096, -0.496], [1.706, -0.259, 0.303], [0.375, 0.458, 0.260], [-0.445, -0.083, -0.781], [-2.749, -0.348, -0.208], [-2.660, -0.255, 0.922], [2.368, 0.042, 1.141], [-0.060, 0.343, 1.274], [0.623, 1.529, 0.162], [-0.005, -0.753, -1.386], [-1.207, 0.424, -1.191]],
  "lowdin_charge": [0.05, -0.25, -0.25, -0.04, 0.00, 0.03, 0.12, 0.11, 0.12, 0.08, 0.02]
}

(8)
{
  "formula": "C3H3Br3I3N2",
  "method": "the ωB97M-V functional and the def2-TZVPD basis",
  "homo_lumo_gap_ev": 7.504,
  "de_lowest_kcal_mol": 0.0,
  "total_energy_ev": -240560.0635,
  "charge": 1,
  "homo_ev": -12.923,
  "symbols": ["C", "C", "C", "N", "N", "Br", "Br", "Br", "I", "I", "I", "H", "H", "H"],
  "coordinates": [[-1.665, -0.169, 0.893], [-0.931, -0.588, -0.336], [0.699, 1.247, -0.385], [-1.133, 0.629, 1.667], [0.366, 0.003, -0.432], [3.391, -1.633, -1.264], [-2.002, 0.021, -1.978], [2.403, 1.580, 0.223], [-3.631, -1.117, 1.134], [-0.616, -2.758, -0.541], [-0.506, 2.978, -0.443], [-1.640, 0.946, 2.496], [3.999, -0.630, -0.575], [1.265, -0.507, -0.459]],
  "lowdin_charge": [-0.93, -1.19, -1.17, 0.08, -0.19, 0.48, 0.59, 0.86, 0.82, 0.89, 1.02, 0.10, -0.34, -0.02]
}

(9)
{
  "formula": "C12H30BrN2O2V",
  "method": "the ωB97M-V functional and the def2-TZVPD basis",
  "homo_lumo_gap_ev": 9.393,
  "total_energy_ev": -115737.6479,
  "homo_ev": -9.357,
  "symbols": ["O", "V", "O", "Br", "C", "C", "N", "C", "C", "C", "C", "H", "H", "H", "H", "H", "H", "H", "H", "H", "H", "H", "H", "H", "H", "H", "C", "C", "N", "C", "C", "C", "C", "H", "H", "H", "H", "H", "H", "H", "H", "H", "H", "H", "H", "H", "H", "H"],
  "coordinates": [[1.219, -0.681, -1.042], [0.333, 0.021, 0.056], [-1.224, 0.057, -0.268], [1.662, 0.705, 2.023], [1.049, -4.047, 2.183], [0.916, -2.563, 1.925], [-0.082, -2.072, 0.894], [-0.122, -3.109, -0.196], [-1.103, -2.940, -1.292], [-1.417, -2.008, 1.542], [-1.532, -1.145, 2.798], [1.797, -4.070, 3.017], [1.354, -4.492, 1.237], [0.116, -4.546, 2.574], [0.771, -1.980, 2.788], [1.912, -2.253, 1.570], [0.879, -3.113, -0.611], [-0.311, -4.069, 0.292], [-0.970, -3.679, -2.072], [-2.164, -2.953, -0.971], [-1.009, -2.027, -1.856], [-1.721, -3.075, 1.784], [-2.008, -1.570, 0.765], [-2.579, -0.885, 2.930], [-0.937, -0.211, 2.685], [-1.146, -1.686, 3.637], [-1.117, 3.248, 0.771], [-0.863, 2.820, -0.660], [0.391, 2.049, -0.921], [1.525, 2.884, -0.510], [1.780, 4.210, -1.230], [0.611, 1.758, -2.394], [-0.280, 0.771, -3.165], [-0.253, 3.726, 1.238], [-1.307, 2.412, 1.453], [-1.949, 3.978, 0.863], [-1.709, 2.167, -0.855], [-0.867, 3.773, -1.240], [1.396, 3.155, 0.544], [2.381, 2.202, -0.604], [2.039, 4.112, -2.297], [0.957, 4.902, -1.153], [2.687, 4.635, -0.748], [1.617, 1.275, -2.427], [0.674, 2.697, -2.964], [0.124, 0.771, -4.182], [-1.331, 1.097, -3.151], [-0.191, -0.252, -2.767]],
  "lowdin_charge": [-0.35, 0.53, -0.35, 0.22, -0.09, -0.29, -0.23, -0.25, -0.08, -0.26, -0.08, 0.10, 0.06, 0.09, 0.05, 0.10, 0.12, 0.10, 0.08, 0.09, 0.04, 0.14, 0.07, 0.08, 0.03, 0.06, -0.09, -0.24, -0.24, -0.32, -0.07, -0.23, -0.08, 0.06, 0.06, 0.09, 0.10, 0.13, 0.06, 0.11, 0.07, 0.06, 0.09, 0.12, 0.11, 0.08, 0.08, 0.04]
}

(10)
{
  "formula": "C9H15N5S",
  "method": "the ωB97M-V functional and the def2-TZVPD basis",
  "homo_lumo_gap_ev": 8.308,
  "de_lowest_kcal_mol": 136.3,
  "total_energy_ev": -27838.4611,
  "charge": 2,
  "homo_ev": -15.609,
  "symbols": ["C", "C", "C", "C", "C", "C", "C", "C", "C", "N", "N", "N", "N", "N", "S", "H", "H", "H", "H", "H", "H", "H", "H", "H", "H", "H", "H", "H", "H", "H"],
  "coordinates": [[-0.246, -1.506, 0.930], [-1.574, 2.157, -4.120], [-0.024, -1.822, 2.066], [-2.556, -1.429, -2.991], [0.256, 3.428, -3.788], [0.431, 2.166, -2.968], [1.984, -1.566, 3.322], [2.017, -0.486, 4.375], [-0.196, -1.396, 4.407], [-1.031, 3.221, -4.460], [-1.912, -0.450, -2.667], [-0.791, 1.394, -3.194], [-0.876, 0.275, -2.598], [0.559, -2.092, 3.299], [0.422, 0.313, 4.245], [-0.827, -1.336, 0.011], [-2.535, 1.790, -4.555], [-2.306, -2.085, -3.869], [-3.284, -1.757, -2.342], [0.294, 4.311, -3.161], [0.869, 3.517, -4.693], [1.241, 1.755, -3.640], [0.928, 2.262, -1.944], [2.132, -1.177, 2.298], [2.729, -2.416, 3.516], [2.144, -1.008, 5.403], [2.799, 0.243, 4.082], [-1.235, -1.385, 4.244], [-0.015, -1.867, 5.374], [0.604, -3.055, 3.422]],
  "lowdin_charge": [0.21, -0.09, -0.13, 0.11, -0.15, -0.10, -0.15, -0.45, -0.33, 0.12, 0.04, -0.05, 0.16, -0.11, 0.97, 0.06, 0.16, 0.14, 0.08, 0.13, 0.14, 0.15, 0.16, 0.13, 0.17, 0.13, 0.11, 0.09, 0.12, 0.17]
}

(11)
{
  "formula": "C5H5NO2",
  "method": "the ωB97M-V functional and the def2-TZVPD basis",
  "homo_lumo_gap_ev": 9.193,
  "de_lowest_kcal_mol": 152.9,
  "smiles": "C#CC(=O)N(O)C=C",
  "total_energy_ev": -10844.6827,
  "homo_ev": -9.177,
  "symbols": ["C", "C", "C", "C", "C", "H", "H", "H", "H", "H", "N", "O", "O"],
  "coordinates": [[0.570, 1.245, -0.153], [-0.704, 1.543, 0.101], [0.527, -1.248, -0.196], [-0.988, -1.223, -0.069], [-2.208, -1.096, 0.099], [2.585, -0.929, -0.063], [1.275, 2.065, -0.718], [-1.154, 2.578, 0.035], [-1.542, 0.792, 0.720], [-3.174, -1.464, 0.096], [1.120, -0.033, -0.202], [2.439, 0.009, 0.332], [1.255, -2.238, 0.018]],
  "lowdin_charge": [-0.18, -0.01, -0.39, 0.02, 0.12, 0.13, 0.17, 0.07, 0.11, 0.03, -0.13, 0.02, 0.05]
}

(12)
{
  "formula": "CHCl2NO",
  "method": "the ωB97M-V functional and the def2-TZVPD basis",
  "homo_lumo_gap_ev": 10.071,
  "de_lowest_kcal_mol": 40.7,
  "smiles": "Cl[C@@H]1ON1Cl",
  "total_energy_ev": -29631.5559,
  "homo_ev": -10.841,
  "symbols": ["C", "N", "O", "Cl", "Cl", "H"],
  "coordinates": [[0.080, 0.433, 0.132], [0.156, -0.953, 0.172], [-0.978, -0.370, 0.645], [0.928, 1.471, 1.293], [-0.093, -1.802, -1.542], [-0.093, 1.221, -0.700]],
  "lowdin_charge": [-0.79, -0.32, -0.08, 0.63, 0.43, 0.13]
}